[1]
Molecular formula: C3H6NS
Method: DFT, wB97M-V/def2-TZVPD

Summary:
HOMO-LUMO gap = 10.060 eV
Charge = +1
Lowest unoccupied orbital energy = -4.16 eV
Largest force on an atom = 3.79 eV/Å
Energy above the lowest of the compared OMol25 structures with the same formula, charge and spin = 180.1 kJ/mol
E = -15522.7185 eV
Highest occupied orbital energy = -14.22 eV
Structure (SMILES) = SC[NH+]1C=C1

```
11
Properties=species:S:1:pos:R:3:forces:R:3:lowdin_charge:R:1
C -0.7330 1.0898 0.5145 -1.69 -0.22 -1.69 0.013
C 0.7702 -0.9829 0.0896 0.40 -0.64 -1.73 -0.505
C -1.3504 0.6893 -0.5875 1.17 2.71 2.38 0.127
N -0.5588 -0.3463 0.2161 -2.10 -0.08 0.53 -0.114
S 2.0234 0.2681 0.0768 0.73 0.21 -0.60 0.817
H 2.0347 0.5571 -1.2628 -0.13 -0.26 0.68 -0.078
H -0.5793 1.7765 1.3741 0.08 -0.82 -0.91 0.156
H 0.8527 -1.5648 1.0262 0.23 0.10 -0.65 0.107
H 0.7486 -1.6372 -0.8429 0.22 0.68 1.44 0.130
H -2.0650 1.1253 -1.3751 1.37 -1.85 0.75 0.177
H -1.1432 -0.9750 0.7712 -0.27 0.17 -0.20 0.171
```
Forces are in eV/Å.

=====

[2]
Molecular formula: C3H6NS
Method: DFT, wB97M-V/def2-TZVPD

Summary:
HOMO-LUMO gap (alpha / beta) = 7.545 / 10.284 eV
Charge = +1
Lowest unoccupied orbital energy (alpha / beta) = -6.64 / -3.98 eV
Largest force on an atom = 1.29 eV/Å
Energy above the lowest of the compared OMol25 structures with the same formula, charge and spin = 482.2 kJ/mol
E = -15519.5875 eV
Highest occupied orbital energy (alpha / beta) = -14.18 / -14.26 eV

```
11
Properties=species:S:1:pos:R:3:forces:R:3:lowdin_charge:R:1
C -1.1384 0.2848 0.6037 -0.78 0.03 1.03 -0.055
C 0.1871 -0.3590 -1.4029 0.13 -0.69 -0.96 -0.326
C -0.0630 -0.6974 0.7675 -0.41 -0.78 -0.50 -0.316
N 0.0868 0.4349 -0.1886 0.57 0.92 -0.33 -0.108
S -0.0518 -1.9471 -0.5137 0.26 0.24 0.47 0.993
H -2.0530 0.0544 0.0694 0.11 -0.13 -0.09 0.141
H -1.2567 1.0316 1.3793 0.21 0.17 -0.08 0.141
H -0.5898 -0.1503 -2.1429 0.04 0.08 0.19 0.119
H 1.1766 -0.2983 -1.8567 -0.11 0.15 0.16 0.114
H 1.8404 -1.9393 2.7660 -0.07 0.07 -0.04 0.091
H 0.6651 1.2622 -0.0622 0.05 -0.06 0.16 0.204
```
Forces are in eV/Å.

=====

[3]
Molecular formula: C3H6NS
Method: DFT, wB97M-V/def2-TZVPD

Summary:
HOMO-LUMO gap (alpha / beta) = 7.383 / 7.788 eV
Charge = +1
2S+1 = 3
Lowest unoccupied orbital energy (alpha / beta) = -4.00 / -7.00 eV
Largest force on an atom = 4.14 eV/Å
Energy above the lowest of the compared OMol25 structures with the same formula, charge and spin = 8.5 kJ/mol
E = -15521.4655 eV
Highest occupied orbital energy (alpha / beta) = -11.38 / -14.78 eV

```
11
Properties=species:S:1:pos:R:3:forces:R:3:lowdin_spin:R:1
C -0.8812 0.5955 -0.6697 3.34 -0.40 -0.77 0.576
C 1.0283 0.3031 -0.6576 -2.73 3.11 0.00 0.187
C -0.8735 -0.1133 0.6005 1.13 0.47 1.28 0.117
N 0.5620 -0.6146 0.4623 1.64 -1.84 1.20 0.013
S -1.9380 1.4728 -1.5310 -0.08 0.42 -0.32 1.038
H 1.4366 -0.0759 -1.6421 -0.42 -0.05 1.67 0.007
H 1.5036 1.2867 -0.2495 -0.73 -2.10 -0.76 0.012
H -1.0694 0.4350 1.5479 0.67 0.11 -0.44 0.028
H -1.4860 -0.9521 0.6679 -1.37 -1.58 -0.06 0.018
H 0.5588 -1.5952 0.0962 -0.28 0.91 0.20 0.001
H 1.1590 -0.7420 1.3751 -1.17 0.95 -2.00 0.003
```
Forces are in eV/Å.

=====

[4]
Molecular formula: C3H6O
Method: DFT, wB97M-V/def2-TZVPD

Summary:
HOMO-LUMO gap = 9.437 eV
Charge = 0
Lowest unoccupied orbital energy = 1.04 eV
Largest force on an atom = 0.40 eV/Å
Energy above the lowest of the compared OMol25 structures with the same formula, charge and spin = 438.0 kJ/mol
E = -5251.1546 eV
Highest occupied orbital energy = -8.40 eV

```
10
Properties=species:S:1:pos:R:3:forces:R:3:lowdin_charge:R:1
C 0.0779 -1.3067 0.0920 -0.02 -0.03 -0.03 -0.122
C 0.4213 -0.1433 -0.8192 0.08 -0.22 0.15 -0.158
C -0.1600 1.3302 0.0616 -0.19 0.28 0.20 -0.151
O 1.1363 0.8247 -0.0575 0.10 -0.09 -0.03 -0.150
H 0.9116 -2.0021 -0.0727 -0.10 0.06 0.02 0.084
H -0.8346 -1.8216 -0.2258 0.15 0.10 0.01 0.076
H 0.0447 -1.0789 1.1668 0.00 0.03 -0.17 0.076
H -0.6907 0.7346 -0.8595 -0.10 0.02 -0.01 0.117
H -0.2372 2.3630 -0.2839 -0.02 -0.17 0.00 0.120
H -0.6693 1.1001 0.9981 0.11 0.01 -0.14 0.109
```
Forces are in eV/Å.

=====

[5]
Molecular formula: C3H6O
Method: DFT, wB97M-V/def2-TZVPD

Summary:
HOMO-LUMO gap = 10.808 eV
Charge = 0
Lowest unoccupied orbital energy = 0.92 eV
Largest force on an atom = 2.88 eV/Å
Energy above the lowest of the compared OMol25 structures with the same formula, charge and spin = 73.5 kJ/mol
E = -5254.9327 eV
Highest occupied orbital energy = -9.89 eV
Structure (SMILES) = CCC=O

```
10
Properties=species:S:1:pos:R:3:forces:R:3:lowdin_charge:R:1
O 0.5650 -1.8480 1.0561 0.80 -0.17 -0.01 0.044
C 0.8856 -0.7016 0.8430 -2.43 -0.01 1.56 -0.292
C 0.4610 -0.0524 -0.4237 1.42 0.77 -1.24 -0.238
C -0.9061 0.6346 -0.4034 -0.78 -0.80 1.33 -0.099
H 1.1856 -0.0837 1.7165 0.63 0.06 -0.36 0.126
H 0.5002 -0.9345 -1.0754 -0.11 0.68 -0.62 0.116
H 1.2274 0.7199 -0.6708 -0.31 -0.66 -0.26 0.116
H -1.6574 -0.1414 -0.2567 -0.09 -0.16 0.15 0.071
H -1.2773 1.1512 -1.2947 0.88 0.16 0.11 0.075
H -0.9842 1.2559 0.5092 0.00 0.13 -0.66 0.081
```
Forces are in eV/Å.

=====

[6]
Molecular formula: C3H6O
Method: DFT, wB97M-V/def2-TZVPD

Summary:
HOMO-LUMO gap = 9.987 eV
Charge = 0
Lowest unoccupied orbital energy = 1.11 eV
Largest force on an atom = 2.69 eV/Å
Energy above the lowest of the compared OMol25 structures with the same formula, charge and spin = 184.0 kJ/mol
E = -5253.7877 eV
Highest occupied orbital energy = -8.88 eV
Structure (SMILES) = C=COC

```
10
Properties=species:S:1:pos:R:3:forces:R:3:lowdin_charge:R:1
C 1.6760 -0.0563 0.0897 -0.08 -1.58 0.10 -0.075
C -0.6931 0.2653 -0.1963 -0.78 1.86 -0.17 -0.291
C -1.9205 -0.2365 0.0649 0.49 -0.31 -0.67 -0.006
H 2.4370 -0.0176 -0.7834 -1.22 -0.61 1.57 0.105
H 1.5997 0.9763 0.4533 -0.15 -0.35 0.19 0.063
H 1.8826 -0.8300 0.9616 0.39 1.92 -1.85 0.125
H -0.5022 1.4327 -0.3570 -0.35 -2.61 0.49 0.149
H -2.8548 0.3734 0.0773 1.18 -0.50 0.08 0.058
H -2.0058 -1.3536 0.0839 -0.05 1.19 0.19 0.070
O 0.3812 -0.5537 -0.3939 0.58 0.99 0.07 -0.198
```
Forces are in eV/Å.

=====

[7]
Molecular formula: C3H6O
Method: DFT, wB97M-V/def2-TZVPD

Summary:
HOMO-LUMO gap = 10.756 eV
Charge = 0
Lowest unoccupied orbital energy = 0.80 eV
Largest force on an atom = 3.99 eV/Å
Energy above the lowest of the compared OMol25 structures with the same formula, charge and spin = 166.3 kJ/mol
E = -5253.9710 eV
Highest occupied orbital energy = -9.95 eV
Structure (SMILES) = CCC=O

```
10
Properties=species:S:1:pos:R:3:forces:R:3:lowdin_charge:R:1
C -0.9670 -0.6405 0.0778 -3.59 -0.41 -0.02 -0.159
C -0.0450 0.5342 -0.1290 -0.62 2.27 1.65 -0.309
C 1.4024 0.2890 0.1465 1.85 -2.86 -0.94 -0.241
H -0.4552 -1.5223 -0.4236 -1.25 0.74 0.90 0.069
H -1.4111 -0.8779 1.2536 1.78 0.72 -3.50 0.138
H -2.0022 -0.2502 -0.5705 2.79 -1.72 1.89 0.130
H -0.4236 1.4016 0.5148 0.59 -0.77 -1.16 0.124
H -0.0802 0.8106 -1.2003 -0.03 0.20 0.48 0.119
H 2.1681 1.1214 0.4137 -1.32 -1.02 -0.23 0.139
O 1.8139 -0.8659 -0.0831 -0.21 2.85 0.95 -0.010
```
Forces are in eV/Å.

=====

[8]
Molecular formula: C3H6O
Method: DFT, wB97M-V/def2-TZVPD

Summary:
HOMO-LUMO gap = 10.811 eV
Charge = 0
Lowest unoccupied orbital energy = 0.99 eV
Largest force on an atom = 0.59 eV/Å
Energy above the lowest of the compared OMol25 structures with the same formula, charge and spin = 42.1 kJ/mol
E = -5255.2582 eV
Highest occupied orbital energy = -9.82 eV
Structure (SMILES) = CCC=O

```
10
Properties=species:S:1:pos:R:3:forces:R:3:lowdin_charge:R:1
O -1.2263 -0.9438 0.4386 0.04 -0.03 -0.12 0.047
C -0.4477 -0.1507 0.9013 -0.33 -0.18 -0.11 -0.282
C 0.3572 0.8082 0.0544 0.07 0.19 0.56 -0.220
C 0.9823 0.1135 -1.1541 -0.16 0.16 -0.20 -0.101
H -0.3163 -0.1354 2.0011 0.14 0.25 -0.01 0.117
H 1.0900 1.2879 0.7107 0.12 -0.13 -0.16 0.101
H -0.3210 1.6156 -0.2488 0.03 -0.12 -0.05 0.117
H 0.2588 0.0692 -1.9681 0.05 -0.14 0.03 0.075
H 1.2638 -0.9091 -0.9041 0.11 0.05 -0.06 0.075
H 1.8564 0.6537 -1.5237 -0.06 -0.05 0.11 0.071
```
Forces are in eV/Å.

=====

[9]
Molecular formula: C3H6O2
Method: DFT, wB97M-V/def2-TZVPD

Summary:
HOMO-LUMO gap = 10.136 eV
Charge = 0
Lowest unoccupied orbital energy = 0.92 eV
Largest force on an atom = 4.74 eV/Å
Energy above the lowest of the compared OMol25 structures with the same formula, charge and spin = 530.9 kJ/mol
E = -7298.1755 eV
Highest occupied orbital energy = -9.22 eV
Structure (SMILES) = C=C(C)OO

```
11
Properties=species:S:1:pos:R:3:forces:R:3:lowdin_charge:R:1
C -0.7435 1.0814 -1.2173 1.78 -3.31 1.79 0.066
C -0.1457 0.1001 -0.5331 2.08 -0.36 -3.66 -0.176
C -0.0433 -0.1656 0.8999 -0.70 1.44 -0.86 -0.057
O 1.4487 -1.8249 -0.6736 1.78 -0.60 0.22 -0.120
O 0.8716 -0.9053 -1.5466 -3.07 2.87 2.20 -0.166
H -0.6757 1.0839 -2.2572 -0.18 0.59 -1.42 0.054
H -1.2467 1.6705 -0.5305 -1.37 1.73 0.36 0.045
H 0.9548 -0.0681 1.2385 0.82 0.46 0.67 0.083
H -0.8368 0.3700 1.4294 0.60 0.69 -0.02 0.105
H -0.3393 -1.1206 1.0682 -0.52 -3.31 0.48 0.048
H 2.4181 -1.6414 -0.7960 -1.23 -0.19 0.24 0.118
```
Forces are in eV/Å.

=====

[10]
Molecular formula: C3H6O2
Method: DFT, wB97M-V/def2-TZVPD

Summary:
HOMO-LUMO gap = 10.749 eV
Charge = 0
Lowest unoccupied orbital energy = 0.86 eV
Largest force on an atom = 1.01 eV/Å
Energy above the lowest of the compared OMol25 structures with the same formula, charge and spin = 121.6 kJ/mol
E = -7302.4175 eV
Highest occupied orbital energy = -9.89 eV
Structure (SMILES) = O=CCCO

```
11
Properties=species:S:1:pos:R:3:forces:R:3:lowdin_charge:R:1
C -1.3516 0.4254 0.1460 0.28 -0.01 -0.67 -0.271
C 0.0378 0.9186 -0.2453 0.80 0.40 -0.05 -0.147
C 1.1010 0.0217 0.4021 0.32 -0.16 -0.42 -0.261
H -1.2569 -1.1295 -0.9659 0.05 -0.43 -0.58 0.081
H -1.5415 0.5867 1.1855 0.09 0.08 0.80 0.107
H -2.0995 1.0455 -0.3752 -0.04 -0.57 -0.15 0.118
H 0.2800 0.9008 -1.3355 -0.56 -0.03 0.65 0.127
H 0.1232 1.9896 0.0798 0.20 -0.86 -0.10 0.131
H 0.9170 -0.2849 1.4513 -0.02 0.20 -0.02 0.128
O -1.4562 -0.9895 -0.0452 -0.33 0.86 0.17 -0.056
O 2.0631 -0.4233 -0.1869 -0.77 0.52 0.37 0.043
```
Forces are in eV/Å.